[1]
Entry from OMol25: an isolated ion of composition C4H13N2O and charge +1 at a distorted geometry (ωB97M-V with the def2-TZVPD basis set).

Its total energy is -9379.8566 eV. The calculation puts the maximum force at 1.93 eV/Å. Its charge is +1. The SMILES is N[C@@H](CO)CC[NH3+]. Its HOMO energy is -13.79 eV. The HOMO-LUMO gap is 10.63 eV. The lowest unoccupied orbital energy is -3.2 eV. The value obtained for the energy relative to the best compared isomer or geometry (same formula, charge and spin) is 166.6 kJ/mol.

Structure (XYZ):
```
20
C4H13N2O ωB97M-V with the def2-TZVPD basis set
O 1.440 1.061 -2.221
N -0.632 1.043 -0.344
N -1.494 0.054 2.097
C 1.504 0.021 -1.268
C 0.147 -0.188 -0.561
C 0.275 -0.962 0.736
C -1.066 -1.178 1.401
H 0.847 -1.895 0.630
H -1.360 1.111 -1.040
H -0.680 0.479 2.518
H -2.216 -0.079 2.797
H 2.279 0.331 -0.570
H -1.730 0.723 1.349
H -1.112 -2.083 1.997
H 1.805 -0.928 -1.695
H -1.706 -1.486 0.583
H -0.126 1.917 -0.447
H 1.207 0.726 -3.094
H -0.404 -0.748 -1.322
H 1.037 -0.451 1.337
```

=====

[2]
Entry from OMol25: a 2-piece molecular cluster, C4H13N2O overall at a distorted geometry (ωB97M-V with the def2-TZVPD basis set).

Its total energy is -9379.0262 eV. The calculation puts the maximum force at 5.39 eV/Å. Its charge is +1. Its HOMO energy is -13.83 eV. The HOMO-LUMO gap is 10.83 eV. The lowest unoccupied orbital energy is -3.0 eV. The value obtained for the energy relative to the best compared isomer or geometry (same formula, charge and spin) is 246.8 kJ/mol.

Structure (XYZ):
```
20
C4H13N2O ωB97M-V with the def2-TZVPD basis set
O -1.598 0.538 1.208
N 1.660 -0.462 1.400
N -0.021 -0.934 -0.490
C -2.709 1.673 -0.627
C 2.959 -0.825 0.729
C -0.920 0.101 -1.048
C -1.803 0.733 -0.002
H 0.773 -0.658 0.672
H 2.450 -1.368 -0.109
H -1.518 -0.497 -1.805
H -3.711 1.198 -0.639
H 3.554 -0.079 0.258
H 1.551 0.605 1.651
H 3.689 -1.366 1.384
H 1.605 -0.968 2.206
H -2.526 1.743 -1.707
H 0.478 -1.379 -1.178
H -0.355 0.898 -1.595
H -2.892 2.669 -0.059
H -0.665 -1.622 -0.249
```

=====

[3]
Entry from OMol25: an isolated ion of composition C4H13N2O and charge +1 at a distorted geometry (ωB97M-V with the def2-TZVPD basis set).

Its total energy is -9379.4573 eV. The calculation puts the maximum force at 3.35 eV/Å. Its charge is +1. The SMILES is NCC[C@H]([NH3+])CO. Its HOMO energy is -14.20 eV. The HOMO-LUMO gap is 11.18 eV. The lowest unoccupied orbital energy is -3.0 eV. The value obtained for the energy relative to the best compared isomer or geometry (same formula, charge and spin) is 205.2 kJ/mol.

Structure (XYZ):
```
20
C4H13N2O ωB97M-V with the def2-TZVPD basis set
O 1.343 1.445 2.167
N -1.187 -1.474 -1.393
N -0.660 1.038 -0.891
C 1.079 1.600 0.816
C 0.594 -0.895 0.254
C -0.526 -1.869 -0.144
C 0.037 0.553 0.370
H 0.013 -2.799 -0.388
H -1.231 0.111 -1.140
H 1.995 1.494 0.229
H -1.410 1.680 -0.604
H 1.401 2.278 2.648
H 1.426 -0.843 -0.436
H -0.618 0.544 1.214
H 0.925 -1.217 1.241
H -1.985 -2.108 -1.483
H -0.715 -1.655 -2.274
H -1.233 -2.155 0.626
H 0.019 1.646 -1.353
H 0.734 2.626 0.540
```

=====

[4]
Entry from OMol25: a 2-piece molecular cluster, C4H13N2O overall at a distorted geometry (ωB97M-V with the def2-TZVPD basis set).

Its total energy is -9378.4764 eV. The calculation puts the maximum force at 5.80 eV/Å. Its charge is +1. Its HOMO energy is -11.53 eV. The HOMO-LUMO gap is 8.35 eV. The lowest unoccupied orbital energy is -3.2 eV. The value obtained for the energy relative to the best compared isomer or geometry (same formula, charge and spin) is 299.8 kJ/mol.

Structure (XYZ):
```
20
C4H13N2O ωB97M-V with the def2-TZVPD basis set
O -0.506 1.326 -2.674
N 1.069 1.413 0.042
N 0.285 -3.045 -0.362
C 0.396 1.337 1.248
C -0.798 0.338 1.239
C -0.313 -1.133 1.190
C -0.412 -1.876 -0.015
H 0.389 1.715 -0.720
H 1.872 2.025 -0.053
H 0.527 -1.443 1.878
H 1.052 1.240 2.194
H 0.065 2.248 1.602
H -1.356 1.567 -2.469
H -1.001 -1.288 -0.878
H -1.450 0.319 0.305
H 0.474 -3.744 0.393
H -1.448 0.449 2.142
H -0.340 1.463 -3.565
H 0.118 -3.399 -1.299
H 1.378 0.486 -0.198
```

=====

[5]
Entry from OMol25: an isolated ion of composition C4H13N2O and charge +1 at a distorted geometry (ωB97M-V with the def2-TZVPD basis set).

Its total energy is -9378.7534 eV. The calculation puts the maximum force at 3.89 eV/Å. Its charge is +1. The SMILES is NCC[C@H]([NH3+])CO. Its HOMO energy is -13.95 eV. The HOMO-LUMO gap is 11.05 eV. The lowest unoccupied orbital energy is -2.9 eV. The value obtained for the energy relative to the best compared isomer or geometry (same formula, charge and spin) is 273.1 kJ/mol.

Structure (XYZ):
```
20
C4H13N2O ωB97M-V with the def2-TZVPD basis set
O -2.853 -0.420 -0.059
N 2.384 -0.048 -0.939
N -0.137 -1.107 -0.593
C -0.458 -0.271 0.617
C -1.789 0.459 0.230
C 2.162 0.520 0.455
C 0.655 0.801 0.730
H 3.342 -0.415 -1.178
H -1.950 1.261 0.982
H -1.564 1.180 -0.667
H -0.399 -0.953 1.475
H 2.202 0.505 -1.808
H 2.589 -0.141 1.276
H -0.914 -0.863 -1.328
H -3.657 0.127 -0.251
H 2.672 1.484 0.336
H 0.834 -0.678 -0.930
H 0.674 1.378 1.646
H 0.305 1.579 0.009
H -0.460 -2.082 -0.553
```

=====

[6]
Entry from OMol25: a 2-piece molecular cluster, C4H13N2O overall at a distorted geometry (ωB97M-V with the def2-TZVPD basis set).

Its total energy is -9379.8985 eV. The calculation puts the maximum force at 2.10 eV/Å. Its charge is +1. Its HOMO energy is -13.23 eV. The HOMO-LUMO gap is 10.28 eV. The lowest unoccupied orbital energy is -2.9 eV. The value obtained for the energy relative to the best compared isomer or geometry (same formula, charge and spin) is 162.6 kJ/mol.

Structure (XYZ):
```
20
C4H13N2O ωB97M-V with the def2-TZVPD basis set
O 1.215 3.537 -0.102
N 0.748 -1.694 0.905
N 1.109 0.702 -0.578
C -0.835 -0.888 -0.820
C -1.697 -2.034 1.186
C -0.389 0.580 -0.816
C -0.643 -1.639 0.486
H 0.789 4.073 -0.778
H 1.089 -2.645 0.728
H 1.144 4.043 0.725
H 1.719 0.010 -1.001
H 1.338 0.529 0.399
H -0.408 0.917 -1.851
H -1.903 -0.843 -1.041
H 0.748 -1.736 1.925
H -0.339 -1.374 -1.661
H 1.481 1.640 -0.765
H -1.559 -2.539 2.137
H -2.710 -1.752 0.943
H -0.897 1.114 -0.021
```

=====

[7]
Entry from OMol25: a 2-piece molecular cluster, C4H13N2O overall at a distorted geometry (ωB97M-V with the def2-TZVPD basis set).

Its total energy is -9379.7530 eV. The calculation puts the maximum force at 1.91 eV/Å. Its charge is +1. Its HOMO energy is -13.49 eV. The HOMO-LUMO gap is 10.62 eV. The lowest unoccupied orbital energy is -2.9 eV. The value obtained for the energy relative to the best compared isomer or geometry (same formula, charge and spin) is 176.6 kJ/mol.

Structure (XYZ):
```
20
C4H13N2O ωB97M-V with the def2-TZVPD basis set
O 3.320 1.540 -1.573
N -0.690 0.582 1.579
N 1.083 0.183 -0.442
C -1.549 -0.361 0.858
C -0.843 -1.330 -0.082
C -2.736 -0.664 1.359
C -0.003 -0.635 -1.130
H 1.793 -0.532 -0.296
H -2.970 -0.358 2.371
H -1.099 1.501 1.464
H 0.502 -1.219 -1.884
H 1.477 0.933 -1.016
H 0.689 0.477 0.490
H -0.624 0.021 -1.740
H -3.411 -1.351 0.866
H 3.497 2.461 -1.823
H 4.084 1.157 -2.027
H -0.598 0.344 2.557
H -0.339 -2.096 0.504
H -1.697 -1.823 -0.550
```

=====

[8]
Entry from OMol25: an isolated ion of composition C4H13N2O and charge +1 at a distorted geometry (ωB97M-V with the def2-TZVPD basis set).

Its total energy is -9378.8017 eV. The calculation puts the maximum force at 2.30 eV/Å. Its charge is +1. The SMILES is [NH3+]CCNCCO. Its HOMO energy is -12.67 eV. The HOMO-LUMO gap is 9.46 eV. The lowest unoccupied orbital energy is -3.2 eV. The value obtained for the energy relative to the best compared isomer or geometry (same formula, charge and spin) is 268.4 kJ/mol.

Structure (XYZ):
```
20
C4H13N2O ωB97M-V with the def2-TZVPD basis set
O -0.022 -1.119 2.037
N 0.260 -1.369 -1.142
N -0.656 0.952 0.025
C -0.992 0.659 -1.353
C 0.589 0.954 0.839
C 0.039 -0.205 -2.107
C 0.219 0.283 2.186
H -0.326 -0.587 -3.051
H 0.952 1.917 1.178
H -1.339 1.421 0.598
H 0.524 -1.560 2.686
H -0.495 -2.056 -1.114
H -0.623 0.722 2.751
H 0.065 -0.945 -0.194
H 1.055 0.200 -2.148
H -1.153 1.616 -1.872
H 1.144 0.523 2.713
H 1.191 -1.777 -1.197
H -1.863 -0.007 -1.303
H 1.429 0.380 0.468
```

=====

[9]
Entry from OMol25: a 2-piece molecular cluster, C4H13N2O overall (ωB97M-V with the def2-TZVPD basis set).

Its total energy is -9379.9180 eV. The calculation puts the maximum force at 0.98 eV/Å. Its charge is +1. Its HOMO energy is -13.73 eV. The HOMO-LUMO gap is 10.79 eV. The lowest unoccupied orbital energy is -2.9 eV. The value obtained for the energy relative to the best compared isomer or geometry (same formula, charge and spin) is 160.7 kJ/mol.

Structure (XYZ):
```
20
C4H13N2O ωB97M-V with the def2-TZVPD basis set
O 2.475 -0.207 2.433
N -0.155 -0.929 0.693
N 0.755 -0.415 -1.730
C -0.863 1.267 1.330
C -0.862 0.331 0.408
C -1.507 0.390 -0.934
C -0.607 -0.045 -2.136
H 1.264 0.379 -1.361
H 1.270 -0.834 -2.489
H 2.368 -0.805 3.181
H -0.628 0.718 -2.915
H -0.758 -1.699 0.975
H -2.421 -0.201 -0.983
H 3.333 0.204 2.589
H -0.418 1.172 2.314
H -1.771 1.436 -1.079
H -1.068 -0.928 -2.580
H 0.284 -1.270 -0.183
H 0.623 -0.784 1.316
H -1.314 2.219 1.150
```

=====

[10]
Entry from OMol25: a 2-piece molecular cluster, C4H13N2O overall at a distorted geometry (ωB97M-V with the def2-TZVPD basis set).

Its total energy is -9378.6929 eV. The calculation puts the maximum force at 3.77 eV/Å. Its charge is +1. Its HOMO energy is -13.61 eV. The HOMO-LUMO gap is 10.59 eV. The lowest unoccupied orbital energy is -3.0 eV. The value obtained for the energy relative to the best compared isomer or geometry (same formula, charge and spin) is 278.9 kJ/mol.

Structure (XYZ):
```
20
C4H13N2O ωB97M-V with the def2-TZVPD basis set
O -2.210 0.635 1.414
N -0.327 0.078 -1.241
N 0.432 0.710 1.453
C -1.123 0.250 -2.277
C 0.984 -0.615 -1.362
C 1.583 -0.143 1.141
C 1.175 -1.148 0.033
H -2.707 1.491 1.684
H 1.965 -1.967 0.038
H 1.855 -0.735 1.994
H 0.724 1.519 1.960
H -0.166 0.834 0.633
H -0.873 0.024 -3.340
H 0.324 -1.806 0.305
H 2.574 0.534 0.917
H 1.023 -1.344 -2.166
H 1.842 0.154 -1.476
H -2.218 0.522 -2.240
H -0.385 0.239 2.061
H -2.724 -0.125 1.612
```

=====

[11]
Entry from OMol25: a 2-piece molecular cluster, C4H13N2O overall at a distorted geometry (ωB97M-V with the def2-TZVPD basis set).

Its total energy is -9377.4266 eV. The calculation puts the maximum force at 3.62 eV/Å. Its charge is +1. Its HOMO energy is -12.70 eV. The HOMO-LUMO gap is 9.31 eV. The lowest unoccupied orbital energy is -3.4 eV. The value obtained for the energy relative to the best compared isomer or geometry (same formula, charge and spin) is 401.1 kJ/mol.

Structure (XYZ):
```
20
C4H13N2O ωB97M-V with the def2-TZVPD basis set
O -3.755 2.255 0.133
N 1.442 0.991 0.899
N -1.295 -0.865 0.321
C 0.612 -0.985 -1.351
C -0.577 -0.549 -0.949
C 2.195 -0.337 0.443
C 1.533 -1.521 -0.328
H -1.102 0.254 -1.425
H 2.306 -1.942 -0.950
H 2.008 1.719 1.407
H -4.563 1.940 0.606
H 2.331 -0.735 1.508
H -4.145 2.999 -0.403
H -1.778 0.126 0.506
H 0.924 -1.135 -2.451
H 0.877 1.342 0.110
H 0.719 0.555 1.506
H -2.127 -1.484 0.215
H 3.188 -0.195 -0.073
H 1.206 -2.433 0.276
```

=====

[12]
Entry from OMol25: a 2-piece molecular cluster, C4H13N2O overall at a distorted geometry (ωB97M-V with the def2-TZVPD basis set).

Its total energy is -9364.1600 eV. The calculation puts the maximum force at 6.48 eV/Å. Its charge is +2. Its spin multiplicity is 2. Its HOMO energy (spin up / spin down) is -19.07 / -19.06 eV. The HOMO-LUMO gap (spin up / spin down) is 10.16 / 4.82 eV. The lowest unoccupied orbital energy (spin up / spin down) is -8.9 / -14.2 eV. The value obtained for the energy relative to the best compared isomer or geometry (same formula, charge and spin) is 467.1 kJ/mol.

Structure (XYZ):
```
20
C4H13N2O ωB97M-V with the def2-TZVPD basis set
O -2.962 -0.892 -0.584
N -1.039 0.230 1.098
N 1.254 -0.968 0.386
C 1.773 0.280 -0.173
C 0.617 1.062 -0.637
C 1.861 -1.966 -0.181
C -0.214 1.370 0.545
H -3.305 -0.728 -1.562
H 0.298 1.908 1.361
H 1.371 -2.943 -0.013
H 2.652 -1.942 -0.939
H 0.065 0.656 -1.485
H -1.952 0.250 0.667
H -3.818 -1.098 -0.089
H -0.206 -0.528 1.069
H 2.190 0.035 -1.153
H 2.568 0.754 0.390
H -1.192 0.457 2.166
H 1.032 2.029 -0.990
H -0.993 2.034 0.124
```